The following is a DFT calculation (ωB97M-V/def2-TZVPD) of C26H26I2N6RuS2 as an isolated structure.

```
! wB97M-V def2-TZVPD RIJCOSX def2/J DEFGRID3
* xyz -1 2
Ru -0.365 -0.129 -0.017
C 1.346 3.596 -0.593
C -0.051 4.033 -0.136
C -1.017 2.903 0.282
N -0.342 1.738 0.833
C 0.346 1.873 1.954
C 0.223 2.998 2.800
C 0.937 3.389 3.919
C 2.055 2.834 4.519
C 2.678 1.662 4.108
C 2.315 0.752 3.139
C 1.195 0.715 2.262
N 0.878 -0.356 1.578
C 1.492 -1.635 1.930
C 0.604 -2.798 1.523
C 0.680 -3.049 0.023
N 0.771 -1.785 -0.692
C 1.851 -1.494 -1.400
C 3.049 -2.251 -1.398
C 4.124 -2.259 -2.273
C 4.349 -1.534 -3.427
C 3.534 -0.502 -3.886
C 2.436 0.091 -3.308
C 1.752 -0.195 -2.089
N 0.875 0.607 -1.544
C 0.511 1.838 -2.242
C 1.415 3.039 -2.008
H 1.754 2.866 0.110
H 2.007 4.466 -0.537
H -0.543 4.601 -0.931
H 0.082 4.722 0.700
H -1.608 2.574 -0.565
H -1.754 3.293 0.993
H -0.594 3.657 2.547
H 0.567 4.299 4.381
H 2.486 3.363 5.359
H 3.592 1.407 4.637
H 3.003 -0.072 3.018
H 1.639 -1.665 3.011
H 2.483 -1.718 1.461
H -0.413 -2.563 1.828
H 0.901 -3.699 2.065
H -0.203 -3.585 -0.323
H 1.535 -3.684 -0.196
H 3.141 -2.966 -0.595
H 4.896 -2.979 -2.016
H 5.229 -1.774 -4.009
H 3.831 -0.056 -4.830
H 2.047 0.932 -3.862
H -0.495 2.106 -1.947
H 0.421 1.637 -3.314
H 1.090 3.816 -2.708
H 2.450 2.791 -2.260
S -2.498 -2.305 -0.969
C -2.759 -2.075 0.748
S -2.115 -0.685 1.532
C -3.380 -3.085 1.448
C -3.445 -3.058 2.876
N -3.487 -3.050 4.027
C -3.950 -4.226 0.801
N -4.412 -5.144 0.282
I -2.607 0.054 -1.867
I -3.023 2.805 -3.072
*
```

⟨S²⟩ = 0.760
LUMO level (alpha / beta) = 1.6 / 1.3 eV